DFT (the ωB97M-V functional and the def2-TZVPD basis) results for a single C5H7NO molecule.

CARTESIAN COORDINATES (ANGSTROEM)
C (-1.8323, 0.1317, 0.0627)
C (-0.4180, -0.3600, 0.1142)
N (0.2893, -1.2487, 1.0369)
C (0.7278, 0.1298, 0.9438)
C (1.5329, 0.5013, -0.3080)
C (0.4417, -0.2159, -1.1159)
O (0.2574, -0.4777, -2.2738)
H (-1.8151, 0.9310, -0.6907)
H (-2.1521, 0.5779, 1.0063)
H (-2.5599, -0.6075, -0.2768)
H (0.9110, -1.9156, 0.5777)
H (0.6596, 0.7147, 1.8553)
H (2.5895, 0.2657, -0.4388)
H (1.3680, 1.5735, -0.4929)

The value obtained for the electronic energy is -324.64032 Ha. Its net charge is 0. The calculation puts the HOMO energy at -9.36 eV. Its orbital gap is 10.3 eV. The energy relative to the best compared isomer or geometry (same formula, charge and spin) comes out at 52.8 kcal per mole.

=====

DFT (the ωB97M-V functional and the def2-TZVPD basis) results for a molecular structure, C5H7NO.

CARTESIAN COORDINATES (ANGSTROEM)
O (-1.6000, 1.5326, 1.2461)
C (-0.9117, 0.7470, 0.6424)
C (-1.2385, -0.0847, -0.6029)
N (0.0814, -0.6934, -0.9078)
C (0.9565, 0.5011, -0.7028)
C (0.5392, 0.3788, 0.8377)
C (0.5572, -1.1111, 0.4502)
H (-1.5678, 0.5548, -1.4272)
H (-2.0026, -0.8399, -0.4010)
H (0.6616, 1.3418, -1.3446)
H (2.0013, 0.2449, -0.9024)
H (0.9841, 0.7462, 1.7676)
H (1.5907, -1.4653, 0.3691)
H (-0.0514, -1.8527, 0.9758)

The value obtained for the electronic energy is -324.64927 Ha. Its net charge is 0. The calculation puts the HOMO energy at -8.94 eV. Its orbital gap is 9.9 eV. The energy relative to the best compared isomer or geometry (same formula, charge and spin) comes out at 47.2 kcal per mole.

=====

DFT (the ωB97M-V functional and the def2-TZVPD basis) results for a molecular structure, C5H7NO.

CARTESIAN COORDINATES (ANGSTROEM)
C (1.9707, -1.1573, -0.5901)
C (-2.1932, 0.4248, -0.0759)
C (1.1913, 0.0627, -0.5588)
C (-0.7058, 0.5163, 0.0257)
C (0.0901, 0.4209, 1.1921)
O (2.4717, 0.1987, -0.9458)
N (0.0739, 0.6233, -1.0537)
H (2.3851, -1.5715, 0.3210)
H (1.8941, -1.8219, -1.4451)
H (-2.5211, 0.8107, -1.0413)
H (-2.5048, -0.6232, -0.0166)
H (-2.6925, 0.9662, 0.7278)
H (0.8012, 1.2194, 1.3621)
H (-0.2606, -0.0691, 2.0985)

The value obtained for the electronic energy is -324.57637 Ha. Its net charge is 0. The calculation puts the HOMO energy at -8.69 eV. Its orbital gap is 9.7 eV. The energy relative to the best compared isomer or geometry (same formula, charge and spin) comes out at 92.9 kcal per mole.

=====

DFT (the ωB97M-V functional and the def2-TZVPD basis) results for a single C5H7NO molecule.

CARTESIAN COORDINATES (ANGSTROEM)
H (3.4303, -0.2759, 0.7216)
N (2.8148, -0.8986, 0.1958)
C (1.7084, -0.3147, 0.0215)
C (0.4654, -0.8768, -0.5299)
C (-0.5431, -0.0617, -0.2217)
C (-2.0152, -0.2249, -0.4131)
C (0.0285, 1.1163, 0.5241)
O (1.4381, 0.9647, 0.4422)
H (0.4333, -1.8403, -1.0206)
H (-2.5414, -0.0214, 0.5277)
H (-2.4053, 0.4777, -1.1596)
H (-2.2665, -1.2405, -0.7285)
H (-0.2675, 1.0662, 1.5842)
H (-0.2709, 2.0918, 0.1260)

The value obtained for the electronic energy is -324.69811 Ha. Its net charge is 0. The calculation puts the HOMO energy at -9.31 eV. Its orbital gap is 10.1 eV. The energy relative to the best compared isomer or geometry (same formula, charge and spin) comes out at 16.5 kcal per mole.

=====

DFT (the ωB97M-V functional and the def2-TZVPD basis) results for a molecular structure, C5H7NO.

CARTESIAN COORDINATES (ANGSTROEM)
C (-1.6971, 0.4480, -0.2920)
C (-0.0907, -0.8463, 0.3549)
N (0.7354, -1.5438, 1.1862)
C (0.7915, -0.0128, 1.1103)
C (1.1398, 0.6436, -0.2279)
C (0.0178, -0.2641, -0.9654)
O (-0.0705, -0.6482, -2.1222)
H (-1.7114, 1.1722, -1.1084)
H (-1.8090, 0.9360, 0.6773)
H (-2.4552, -0.3161, -0.4631)
H (1.4306, -2.1210, 0.7104)
H (0.5933, 0.4812, 2.0525)
H (2.0910, 0.3400, -0.6744)
H (1.0344, 1.7311, -0.2383)

The value obtained for the electronic energy is -324.46387 Ha. Its net charge is 0. The calculation puts the HOMO energy at -8.09 eV. Its orbital gap is 7.7 eV. The energy relative to the best compared isomer or geometry (same formula, charge and spin) comes out at 163.5 kcal per mole.

=====

DFT (the ωB97M-V functional and the def2-TZVPD basis) results for a single C5H7NO molecule.

CARTESIAN COORDINATES (ANGSTROEM)
C (2.2694, -0.4574, -0.8918)
C (1.2364, -0.0984, -0.1948)
C (0.5183, 0.1682, 0.8674)
O (1.1752, -0.0101, 2.0565)
C (-0.8928, 0.5882, 0.8499)
C (-1.7469, 0.2393, -0.3049)
N (-1.9428, -0.4287, 0.9819)
H (2.9902, 0.3136, -1.1547)
H (2.3679, -1.5127, -1.1356)
H (0.6106, 0.3045, 2.7619)
H (-1.0750, 1.5227, 1.3766)
H (-1.3044, -0.3252, -1.1259)
H (-2.5382, 0.9281, -0.5843)
H (-1.5148, -1.3526, 0.9341)

The value obtained for the electronic energy is -324.59598 Ha. Its net charge is 0. The calculation puts the HOMO energy at -8.67 eV. Its orbital gap is 9.6 eV. The energy relative to the best compared isomer or geometry (same formula, charge and spin) comes out at 80.6 kcal per mole.

=====

DFT (the ωB97M-V functional and the def2-TZVPD basis) results for a molecular structure, C5H7NO.

CARTESIAN COORDINATES (ANGSTROEM)
C (0.5417, 0.7498, -1.5766)
N (1.0170, -0.6476, -1.5547)
C (0.1717, -0.1890, -0.4866)
C (0.3608, 0.1238, 1.0841)
C (-1.1481, 0.2032, 1.0299)
C (-1.2146, -0.5381, -0.0945)
O (0.5089, -1.0385, 1.8739)
H (1.2212, 1.5797, -1.3646)
H (-0.1618, 0.9550, -2.3838)
H (1.9596, -0.6976, -1.1855)
H (1.0086, 0.9417, 1.4235)
H (-1.8169, 0.7965, 1.6189)
H (-0.5215, -1.0630, 2.1127)
H (-1.9137, -1.2357, -0.5330)

The value obtained for the electronic energy is -324.55261 Ha. Its net charge is 0. The calculation puts the HOMO energy at -9.08 eV. Its orbital gap is 9.9 eV. The energy relative to the best compared isomer or geometry (same formula, charge and spin) comes out at 107.8 kcal per mole.

=====

DFT (the ωB97M-V functional and the def2-TZVPD basis) results for a molecular structure, C5H7NO.

CARTESIAN COORDINATES (ANGSTROEM)
O (1.6031, -1.1425, -0.8305)
C (1.0534, -0.3114, 0.0872)
C (1.5253, 0.8607, 0.4892)
C (-1.7081, 0.7221, 0.2671)
C (-1.3500, -0.3519, -0.6910)
C (-0.3360, -0.6661, 0.4497)
N (-0.9354, 0.4415, 1.2477)
H (2.3587, -0.6724, -1.2009)
H (1.1758, 1.2885, 1.4080)
H (2.4275, 1.3355, 0.1643)
H (-2.4541, 1.5060, 0.2248)
H (-1.0000, -0.0440, -1.6763)
H (-2.1244, -1.1076, -0.8099)
H (-0.4388, -1.6501, 0.9053)

The value obtained for the electronic energy is -324.62943 Ha. Its net charge is 0. The calculation puts the HOMO energy at -8.87 eV. Its orbital gap is 9.7 eV. The energy relative to the best compared isomer or geometry (same formula, charge and spin) comes out at 59.6 kcal per mole.

=====

Question: Which value of orbital gap does entry 5 give?
Answer: 7.7 eV

=====

Question: Look up the electronic energy of the third one.
Answer: -324.57637 Ha